(1)
{"formula": "C10H8MnN3O6", "method": "ωB97M-V/def2-TZVPD", "elements": ["O", "C", "Mn", "C", "O", "C", "O", "C", "O", "C", "O", "H", "C", "N", "C", "C", "C", "N", "C", "O", "N", "H", "H", "H", "H", "H", "H", "H"], "coordinates": [[-3.22989, -6.29306, -3.10497], [-2.42573, -5.73838, -2.46849], [0.00816, -1.84557, -1.22057], [1.32147, -1.39792, -0.02053], [2.19693, -1.13015, 0.69559], [-0.27408, -0.34347, -2.08206], [-0.56834, 0.64105, -2.63871], [-1.48596, -1.68347, -0.12574], [-2.45775, -1.43286, 0.46406], [1.09794, -2.45988, -2.58213], [1.76641, -2.74093, -3.48287], [-1.13020, -2.42125, -2.18890], [1.39083, 3.69076, 0.13162], [0.62283, 2.54197, 0.54230], [0.00412, 2.55260, 1.73534], [-0.54638, 1.45375, 2.29891], [-0.40237, 0.24739, 1.63776], [-0.07039, 0.36057, 0.34180], [0.73110, 1.35808, -0.13979], [1.47148, 1.23741, -1.12268], [-0.59111, -0.89934, 2.33027], [2.14645, 3.92974, 0.88931], [0.72411, 4.55084, 0.05906], [1.89229, 3.53841, -0.83044], [0.02342, 3.49125, 2.28201], [-0.87247, 1.41776, 3.29815], [-0.90212, -0.77063, 3.27094], [-0.44075, -1.85467, 2.03078]], "atomic_forces_ev_per_a": [[3.428, 2.331, 2.715], [-3.415, -2.300, -2.708], [-1.360, -3.294, 1.059], [5.953, 0.140, 4.156], [-2.848, -0.931, -2.303], [-2.830, 8.191, -5.723], [1.000, -4.199, 2.026], [-5.332, 0.058, 2.251], [3.419, -1.031, -2.389], [3.572, -2.485, -4.765], [-2.427, 1.125, 3.265], [0.372, 0.101, 0.105], [0.781, 1.311, -0.432], [0.141, 1.194, 1.834], [0.614, 2.064, -0.764], [0.173, -0.003, 1.020], [0.459, -1.955, -1.514], [0.354, -1.402, 1.082], [-0.004, -1.225, -1.626], [-1.067, 0.400, 1.943], [0.370, 1.607, -0.802], [-0.113, -0.163, -0.071], [-0.071, -0.017, -0.051], [-0.345, -0.211, 0.335], [-0.001, 0.005, -0.183], [-0.657, 0.631, 1.124], [-0.202, -0.262, 0.570], [0.037, 0.320, -0.155]], "lowdin_spin": [0.0001, 0.0007, 2.5153, 0.0603, 0.0498, 0.0584, 0.0709, 0.0376, 0.0329, 0.0433, 0.0521, -0.0371, 0.0267, 0.2138, 0.0307, 0.3053, 0.0297, 0.1510, 0.0034, 0.2739, 0.0401, 0.0130, 0.0125, 0.0005, -0.0002, 0.0134, -0.0005, 0.0026], "total_charge": 2, "spin_multiplicity": 5, "de_lowest_ev": 1.002, "homo_energy_ha": [-0.60005, -0.63769], "s_squared": 6.095, "e_lumo_ev": [-8.452, -12.142], "fmax_ev_per_a": 10.4, "total_energy_ev": -58552.123}


(2)
{"formula": "C10H8N2", "method": "ωB97M-V/def2-TZVPD", "elements": ["C", "C", "C", "C", "C", "N", "C", "C", "C", "N", "C", "C", "H", "H", "H", "H", "H", "H", "H", "H"], "coordinates": [[-3.50907, -0.01417, 0.06034], [-2.80569, -1.26744, -0.25983], [-1.38930, -1.14654, -0.27111], [-0.71090, -0.05248, -0.03789], [0.75367, 0.01113, -0.04086], [1.33162, 1.16130, -0.25174], [2.70017, 1.17719, -0.32210], [3.42151, 0.00895, -0.00350], [2.75864, -1.12096, 0.27779], [1.44624, -1.21242, 0.31917], [-1.40793, 1.19791, 0.22701], [-2.76518, 1.17555, 0.31087], [-4.51475, 0.06733, -0.15555], [-3.15531, -2.17688, -0.41699], [-0.88813, -1.86053, -0.57364], [3.15755, 2.29155, -0.51041], [4.65800, 0.08709, 0.05865], [3.41741, -2.15513, 0.63898], [-0.85734, 2.08428, 0.42963], [-3.53801, 2.20519, 0.41313]], "atomic_forces_ev_per_a": [[3.671, -2.372, -1.066], [2.124, 7.633, 1.968], [-6.846, 3.011, 1.605], [0.417, 5.447, 1.207], [1.663, -3.171, 1.303], [1.879, 0.468, -0.930], [-0.273, 1.420, 0.848], [4.796, 4.060, -1.050], [0.370, -4.729, 1.997], [-1.443, 2.431, -1.322], [0.582, -1.727, 0.339], [-3.900, 1.720, -0.566], [-2.154, -0.005, 0.246], [-2.303, -3.672, -0.894], [4.704, -7.447, -2.489], [-0.907, -3.242, 0.419], [-3.616, -0.383, -0.298], [-2.060, 3.064, -1.166], [0.410, 0.498, -0.058], [2.886, -3.004, -0.092]], "nbo_charge": [-0.1939, -0.1821, -0.1615, -0.0917, 0.4003, -0.4656, 0.0779, -0.3272, 0.0699, -0.4437, -0.1718, -0.2112, 0.2041, 0.2019, 0.1941, 0.2218, 0.2342, 0.1976, 0.2320, 0.2148], "de_lowest_ev": 3.199, "homo_energy_ha": -0.32425, "e_lumo_ev": 0.171, "fmax_ev_per_a": 9.2, "total_energy_ev": -13476.483}


(3)
{"formula": "C10H8N2", "method": "ωB97M-V/def2-TZVPD", "elements": ["N", "C", "C", "C", "C", "N", "C", "C", "C", "C", "C", "C", "H", "H", "H", "H", "H", "H", "H", "H"], "coordinates": [[-4.16116, 0.88957, -0.86768], [-3.20150, 0.37456, -0.50728], [-2.03851, -0.25695, -0.01382], [-1.60512, -1.42126, -0.52012], [-0.41670, -2.17314, 0.02895], [0.82220, -1.45190, 0.11374], [1.45962, -0.71511, -0.59464], [2.15312, 0.30767, -1.04853], [1.52452, 1.60149, -0.82126], [0.49796, 1.93112, -0.02256], [-0.23982, 1.23014, 1.04307], [-1.30437, 0.43086, 1.07913], [-2.15945, -1.90404, -1.31282], [-0.25588, -3.09091, -0.54506], [-0.63857, -2.45625, 1.06933], [3.01263, 0.22748, -1.68626], [1.95366, 2.39641, -1.41736], [0.22333, 2.98385, -0.01684], [0.08587, 1.57906, 2.02242], [-1.71523, 0.19499, 2.05641]], "atomic_forces_ev_per_a": [[-0.232, 0.166, -0.122], [-0.602, 0.126, -0.241], [1.626, -0.482, -0.262], [-0.170, 0.313, 0.078], [-0.275, -0.231, 0.199], [0.811, 0.172, -0.288], [-0.247, -0.674, 0.677], [-0.442, 0.094, -0.204], [-0.241, 0.283, 0.123], [0.148, 0.339, -0.358], [-0.192, -0.056, 0.342], [-0.044, -0.020, 0.338], [-0.112, 0.025, -0.065], [-0.022, 0.112, 0.132], [-0.096, -0.140, -0.319], [0.074, -0.196, -0.097], [-0.061, 0.143, 0.025], [0.067, 0.017, -0.131], [-0.051, -0.085, 0.064], [0.062, 0.093, 0.110]], "nbo_charge": [-0.2907, 0.2655, -0.1582, -0.1018, -0.2797, -0.4043, 0.4981, -0.4945, -0.1525, -0.2871, -0.1512, -0.2321, 0.2213, 0.2271, 0.2247, 0.2497, 0.2137, 0.2203, 0.2132, 0.2185], "de_lowest_ev": 3.777, "homo_energy_ha": -0.29406, "e_lumo_ev": 0.287, "fmax_ev_per_a": 1.7, "total_energy_ev": -13475.905}


(4)
{"formula": "C10H8N2O3", "method": "ωB97M-V/def2-TZVPD", "elements": ["C", "C", "C", "C", "C", "C", "C", "C", "C", "C", "N", "N", "O", "O", "O", "H", "H", "H", "H", "H", "H", "H", "H"], "coordinates": [[-2.84005, -2.47487, -0.58700], [-1.76110, -2.45226, -1.48376], [-2.73219, -1.75320, 0.63968], [-0.60933, -1.85130, -1.03068], [-1.58090, -1.10734, 1.01305], [0.56758, -0.54097, 0.62329], [1.48364, 0.16216, 1.01562], [-0.06226, 2.02680, -0.46876], [2.99777, 0.15751, 1.33950], [1.99027, 3.49546, -0.24315], [-0.53280, -1.15002, 0.14241], [0.99940, 2.46924, -0.21923], [3.07807, -1.03180, 1.59791], [-1.08175, 1.44261, -0.68816], [3.64015, 1.13435, 1.31293], [-3.69778, -3.02449, -0.89814], [-1.85172, -3.02691, -2.37443], [-3.51696, -1.49119, 1.23122], [0.28345, -1.95357, -1.52407], [-1.53485, -0.26953, 1.69981], [2.15741, 3.69882, -1.41691], [1.63802, 4.41549, 0.27915], [2.96592, 3.12502, 0.03972]], "atomic_forces_ev_per_a": [[-0.091, 0.361, 0.317], [0.908, 0.665, 2.332], [2.486, 0.361, -1.132], [-1.526, -1.109, -1.801], [-3.050, -0.087, -0.260], [-1.563, -1.503, -1.691], [1.329, -0.360, 0.232], [-1.269, -0.586, -0.541], [-3.132, 1.390, -0.235], [-0.023, 0.896, -3.464], [2.545, 0.904, 1.809], [0.108, 0.366, 0.388], [0.749, -2.923, 0.615], [1.070, 0.904, 0.311], [2.388, 2.028, -0.060], [-0.724, -0.073, 0.269], [0.489, -0.067, -0.658], [-2.470, 0.015, 1.507], [1.961, 0.043, -1.244], [-0.158, -0.528, 0.348], [-0.416, 0.173, 2.559], [0.520, -0.789, -0.373], [-0.131, -0.081, 0.773]], "lowdin_spin": [0.3182, 0.0303, 0.0200, 0.2190, 0.1926, 0.2422, 0.1994, 0.0075, 0.0300, 0.0014, 0.2080, 0.0138, 0.4738, 0.0021, 0.0012, 0.0198, -0.0049, -0.0042, 0.0156, 0.0134, 0.0005, 0.0002, 0.0002], "spin_multiplicity": 3, "de_lowest_ev": 3.981, "homo_energy_ha": [-0.23151, -0.35800], "s_squared": 2.040, "e_lumo_ev": [0.572, -2.962], "fmax_ev_per_a": 3.6, "total_energy_ev": -19615.181}


(5)
{"formula": "C10H8N3O6Yb", "method": "ωB97M-V/def2-TZVPD", "elements": ["O", "C", "Yb", "O", "C", "C", "O", "C", "O", "C", "O", "H", "C", "N", "C", "C", "C", "N", "C", "O", "N", "H", "H", "H", "H", "H", "H", "H"], "coordinates": [[-1.80206, -0.78600, -5.61047], [-0.89538, -0.60054, -4.95541], [0.52725, -0.78484, -1.34859], [-2.90282, -0.41286, -2.70307], [-1.87126, -0.49268, -2.18825], [2.65800, 0.34101, -2.36030], [3.66311, 0.87729, -2.44884], [-0.01148, 1.31074, -2.59539], [-0.37681, 2.42155, -2.55189], [0.92312, -3.03718, -2.39550], [1.12510, -4.15885, -2.39127], [0.92421, 0.90409, -3.19761], [1.94551, -0.89054, 2.93743], [0.73007, -0.17629, 2.56107], [-0.17708, 0.37689, 3.39878], [-1.25247, 0.97572, 2.84963], [-1.39199, 0.95775, 1.40126], [-0.51026, 0.36004, 0.57050], [0.55179, -0.17032, 1.23356], [1.48299, -0.76608, 0.57703], [-2.45744, 1.58162, 0.86291], [2.11934, -0.92569, 4.01026], [2.76704, -0.39869, 2.41343], [1.85892, -1.89307, 2.51275], [0.03973, 0.33041, 4.47457], [-1.93628, 1.44931, 3.56216], [-3.10117, 1.99719, 1.53015], [-2.62966, 1.61005, -0.14889]], "atomic_forces_ev_per_a": [[1.603, 0.313, 0.986], [-1.475, -0.358, -1.157], [-0.525, 0.074, -0.709], [3.784, -0.040, 2.079], [-4.532, -0.414, -1.970], [4.001, 1.373, 0.141], [-2.977, -1.516, 0.086], [0.512, 1.620, -0.418], [0.282, -1.146, -0.246], [0.658, -3.933, 0.009], [-0.545, 3.101, -0.249], [-1.193, 0.796, -0.113], [0.631, -0.330, 0.194], [0.250, -0.237, 0.311], [0.030, 0.200, 0.080], [-0.084, 0.054, 0.105], [-1.351, 0.871, -0.060], [0.469, -0.041, 1.821], [0.834, -0.599, -0.700], [-0.690, 0.529, -0.214], [0.574, -0.473, 0.317], [-0.311, 0.195, -0.043], [0.093, -0.149, 0.444], [0.203, 0.039, 0.436], [-0.183, 0.028, -0.587], [-0.081, -0.071, -0.841], [-0.066, 0.017, -0.682], [0.090, 0.098, 0.982]], "lowdin_spin": [-0.0001, 0.0009, 0.0808, 0.0203, 0.0398, 0.0234, 0.0129, 0.3822, 0.3096, 0.0012, 0.0008, 0.1201, 0.0000, 0.0001, 0.0002, 0.0000, 0.0005, 0.0051, 0.0006, 0.0015, 0.0005, 0.0000, 0.0000, 0.0000, 0.0000, 0.0000, 0.0000, -0.0002], "total_charge": 2, "spin_multiplicity": 2, "de_lowest_ev": 0.485, "homo_energy_ha": [-0.57988, -0.57662], "s_squared": 0.756, "e_lumo_ev": [-7.892, -8.614], "fmax_ev_per_a": 5.0, "total_energy_ev": -58767.683}


(6)
{"formula": "C10H8NS", "method": "ωB97M-V/def2-TZVPD", "elements": ["C", "C", "C", "C", "C", "C", "C", "C", "C", "C", "N", "S", "H", "H", "H", "H", "H", "H", "H", "H"], "coordinates": [[3.00341, -0.14221, 0.04476], [2.50935, -1.44103, 0.01476], [2.15418, 0.95465, 0.01771], [1.14673, -1.68755, -0.03319], [0.78719, 0.73408, -0.02191], [0.29379, -0.59255, -0.03611], [-0.31249, 1.68784, -0.02786], [-2.12540, -1.31731, -0.00360], [-1.48133, 1.06347, -0.02655], [-2.94229, 1.15991, 0.00777], [-1.07694, -0.56358, -0.04574], [-3.63112, -0.54884, 0.03619], [4.06961, 0.01287, 0.08181], [3.19768, -2.27200, 0.03475], [2.54914, 1.95789, 0.03239], [0.76415, -2.69434, -0.06810], [-0.16223, 2.75200, -0.03532], [-2.08552, -2.39715, -0.00561], [-3.30402, 1.67130, 0.90589], [-3.35387, 1.66256, -0.87205]], "atomic_forces_ev_per_a": [[-0.032, 0.062, -0.041], [-0.062, -0.026, 0.012], [-0.115, -0.110, -0.008], [-0.214, 0.204, 0.009], [0.000, -0.705, 0.012], [1.607, -0.012, -0.038], [-0.353, -0.056, -0.014], [0.456, 0.362, -0.094], [1.289, -3.360, -0.067], [-0.588, 0.097, 0.039], [-2.104, 3.513, 0.146], [-0.110, 0.210, -0.007], [0.112, 0.032, 0.009], [0.028, -0.059, -0.023], [0.040, 0.111, 0.005], [-0.026, -0.166, 0.030], [-0.097, 0.205, 0.043], [0.096, -0.140, 0.032], [0.037, -0.088, -0.120], [0.037, -0.074, 0.074]], "nbo_charge": [-0.1703, -0.1772, -0.1631, -0.2128, -0.0704, 0.1677, -0.1867, 0.0070, 0.1848, -0.5913, -0.3172, 0.4808, 0.2387, 0.2397, 0.2372, 0.2303, 0.2668, 0.2697, 0.2831, 0.2831], "total_charge": 1, "de_lowest_ev": 0.000, "homo_energy_ha": -0.46989, "e_lumo_ev": -4.785, "fmax_ev_per_a": 4.1, "total_energy_ev": -22817.683}